Computed, not measured: C21H27N3O4S in the gas phase, with ωB97M-V/def2-TZVPD.

Results
* structure (SMILES): C/C(=N\NC(=O)CN(c1ccc(Oc2ccccc2)cc1)S(C)(=O)=O)C(C)(C)C
* E_LUMO: 0.54 eV
* energy relative to the best compared isomer or geometry (same formula, charge and spin): 331.5 kJ/mol
* orbital gap: 8.67 eV
* strongest force on any atom: 1.115 eV/A

Bonds (Å) are listed after each position.
CARTESIAN COORDINATES (ANGSTROEM)
1 C -2.0366 -1.6020 -0.1541  C2 1.495, H54 1.085, H55 1.090, H56 1.091
2 C -3.4657 -1.1693 -0.2191  C1 1.495, N3 1.270, C41 1.516
3 N -3.8804 -0.0805 -0.7239  C2 1.270, N4 1.383
4 N -3.0099 0.8726 -1.2207  N3 1.383, C5 1.353, H40 1.012
5 C -1.9951 1.4659 -0.5511  N4 1.353, O6 1.217, C7 1.532
6 O -1.6026 1.1279 0.5497  C5 1.217
7 C -1.3813 2.6449 -1.3130  C5 1.532, N8 1.439, H38 1.094, H39 1.094
8 N -0.0646 2.9710 -0.8316  C7 1.439, S9 1.693, C16 1.397
9 S -0.0198 4.1090 0.4209  N8 1.693, O10 1.433, O11 1.432, C12 1.805
10 O -1.3066 4.7395 0.4293  S9 1.433
11 O 1.1175 4.9601 0.2415  S9 1.432
12 C 0.1924 3.1635 1.9434  S9 1.805, H13 1.083, H14 1.081, H15 1.082
13 H -0.5119 2.3413 1.9094  C12 1.083
14 H 1.2129 2.8103 1.9932  C12 1.081
15 H -0.0280 3.8372 2.7608  C12 1.082
16 C 0.9723 2.0468 -0.9796  N8 1.397, C17 1.395, C21 1.396
17 C 0.7809 0.8206 -1.6168  C16 1.395, C18 1.382, H37 1.077
18 C 1.8170 -0.0847 -1.7415  C17 1.382, C19 1.388, H36 1.079
19 C 3.0774 0.2116 -1.2409  C18 1.388, C20 1.391, O24 1.372
20 C 3.2902 1.4506 -0.6452  C19 1.391, C21 1.380, H23 1.080
21 C 2.2533 2.3522 -0.5169  C16 1.396, C20 1.380, H22 1.076
22 H 2.4416 3.3193 -0.0836  C21 1.076
23 H 4.2759 1.7132 -0.2903  C20 1.080
24 O 4.0771 -0.7063 -1.4433  C19 1.372, C25 1.370
25 C 5.0368 -0.8978 -0.4851  O24 1.370, C26 1.392, C30 1.391
26 C 6.2774 -1.3550 -0.9202  C25 1.392, C27 1.381, H35 1.079
27 C 7.2726 -1.6289 -0.0022  C26 1.381, C28 1.385, H34 1.080
28 C 7.0438 -1.4498 1.3522  C27 1.385, C29 1.384, H33 1.079
29 C 5.8058 -1.0063 1.7843  C28 1.384, C30 1.383, H32 1.080
30 C 4.7999 -0.7328 0.8755  C25 1.391, C29 1.383, H31 1.080
31 H 3.8295 -0.4022 1.2164  C30 1.080
32 H 5.6153 -0.8761 2.8394  C29 1.080
33 H 7.8243 -1.6598 2.0675  C28 1.079
34 H 8.2335 -1.9809 -0.3470  C27 1.080
35 H 6.4383 -1.4909 -1.9783  C26 1.079
36 H 1.6590 -1.0324 -2.2324  C18 1.079
37 H -0.1809 0.5521 -2.0215  C17 1.077
38 H -1.9939 3.5298 -1.1196  C7 1.094
39 H -1.3517 2.4581 -2.3907  C7 1.094
40 H -3.4331 1.3843 -1.9850  N4 1.012
41 C -4.5327 -2.0910 0.3367  C2 1.516, C42 1.534, C46 1.530, C50 1.534
42 C -4.5870 -3.3721 -0.5059  C41 1.534, H43 1.088, H44 1.087, H45 1.087
43 H -4.8005 -3.1307 -1.5446  C42 1.088
44 H -3.6512 -3.9233 -0.4645  C42 1.087
45 H -5.3769 -4.0200 -0.1337  C42 1.087
46 C -5.9039 -1.4134 0.2941  C41 1.530, H47 1.086, H48 1.085, H49 1.087
47 H -5.8883 -0.4927 0.8693  C46 1.086
48 H -6.1751 -1.1693 -0.7281  C46 1.085
49 H -6.6581 -2.0766 0.7109  C46 1.087
50 C -4.1862 -2.4289 1.7919  C41 1.534, H51 1.088, H52 1.087, H53 1.086
51 H -4.9754 -3.0400 2.2237  C50 1.088
52 H -4.0969 -1.5170 2.3773  C50 1.087
53 H -3.2519 -2.9786 1.8653  C50 1.086
54 H -1.9403 -2.6695 0.0120  C1 1.085
55 H -1.5308 -1.3366 -1.0828  C1 1.090
56 H -1.5275 -1.0669 0.6483  C1 1.091